Record 1
A cluster of 2 separate species, C3H8NS in total in a non-equilibrium geometry, computed with ωB97M-V/def2-TZVPD.

The geometry in XYZ format:
```
13
Properties=species:S:1:pos:R:3:forces:R:3:nbo_charge:R:1
C 0.260 1.239 0.692 3.51 0.77 0.58 -0.450
C -0.053 1.150 -0.897 0.65 0.76 0.65 -0.447
C -0.666 0.362 0.177 -0.50 -2.84 -2.73 0.069
N 0.249 -1.644 0.248 -1.18 1.06 -0.16 -0.924
S -2.341 0.063 0.127 -0.18 0.24 2.19 0.285
H 1.367 0.961 1.031 -2.70 0.40 -1.13 0.305
H -0.156 1.974 1.310 -0.34 1.35 0.82 0.260
H -0.712 1.878 -1.419 0.38 -0.61 0.73 0.266
H 0.827 0.921 -1.491 -0.07 -0.44 0.40 0.271
H -0.556 -2.175 -0.125 1.06 0.09 0.48 0.408
H 0.407 -1.803 1.245 -0.09 -0.24 -0.46 0.412
H 1.099 -1.755 -0.302 -0.25 -0.16 0.14 0.411
H -2.177 -0.508 -1.020 -0.29 -0.39 -1.52 0.134
```
Forces are in eV/Å.

Computed properties:
E_LUMO	-5.08	eV
maximum force	3.97	eV/Å
energy above the lowest of the compared OMol25 structures with the same formula, charge and spin	226.9	kJ/mol
HOMO-LUMO gap	9.6	eV
charge	+1

---

Record 2
A structure of composition C5H13N3O2 in a non-equilibrium geometry, computed with ωB97M-V/def2-TZVPD.

The geometry in XYZ format:
```
23
Properties=species:S:1:pos:R:3:forces:R:3:nbo_charge:R:1
C -0.248 -1.484 -0.502 0.70 1.15 -1.17 -0.178
C -1.276 -1.165 0.453 -0.18 1.50 0.53 -0.403
C 0.078 -0.006 -1.501 -0.25 -1.15 1.26 0.737
N 1.008 -1.925 0.066 0.04 -0.05 0.20 -0.869
O 1.244 -0.427 -2.197 0.04 0.24 0.12 -0.770
O -0.922 0.354 -2.145 -0.12 0.34 -0.15 -0.799
H 0.968 -0.418 -3.123 -0.05 0.10 0.08 0.495
H -0.615 -2.064 -1.352 -0.01 -0.11 0.11 0.209
H 1.672 -2.119 -0.674 -0.06 0.00 0.02 0.392
H 0.904 -2.749 0.646 0.01 -0.02 -0.08 0.365
H -1.072 -1.332 1.510 -0.04 -0.29 -0.03 0.215
H -2.304 -1.335 0.154 0.02 0.03 0.04 0.238
H -1.260 0.150 0.571 -0.14 -1.34 -0.30 0.176
N 0.505 1.077 -0.461 -0.86 -0.66 0.61 -0.316
N 1.744 0.932 0.196 -0.27 0.09 0.01 -0.643
C -0.961 1.441 0.730 1.25 0.54 -0.86 -0.092
C -0.675 1.805 1.984 0.10 -0.24 -0.11 -0.577
H 0.463 1.962 -0.955 -0.04 0.01 -0.06 0.403
H 1.679 1.462 1.068 -0.01 -0.03 -0.07 0.353
H 1.830 -0.059 0.433 -0.05 0.05 -0.03 0.398
H -1.601 1.996 0.056 -0.05 -0.11 -0.02 0.231
H -1.101 2.707 2.404 -0.18 -0.11 -0.04 0.231
H -0.061 1.199 2.640 0.14 0.05 -0.06 0.207
```
Forces are in eV/Å.

Computed properties:
E_LUMO (alpha / beta)	-0.52 / -0.52	eV
maximum force	1.79	eV/Å
energy above the lowest of the compared OMol25 structures with the same formula, charge and spin	646.4	kJ/mol
HOMO-LUMO gap (alpha / beta)	7.1 / 7.1	eV